The following is a DFT calculation (ωB97M-V/def2-TZVPD) of a cluster of 3 separate species, C3H12O2S2 in total.

```
! wB97M-V def2-TZVPD RIJCOSX def2/J DEFGRID3
* xyz 0 1
C 1.11 2.50 0.94
C 1.29 1.45 -0.14
S -0.23 0.74 -0.81
S -0.78 -0.74 0.45
C -1.56 0.01 1.91
H 0.38 2.14 1.67
H 0.73 3.43 0.53
H 2.06 2.72 1.43
H 1.84 1.81 -1.02
H 1.92 0.62 0.20
H -0.96 -0.18 2.79
H -1.78 1.06 1.69
H -2.56 -0.41 2.03
O -2.04 -2.04 -3.30
H -2.89 -2.48 -3.35
H -1.79 -2.17 -2.38
O 1.98 -3.04 -0.63
H 1.08 -2.71 -0.50
H 2.21 -2.71 -1.50
*
```

## Properties
Lowest unoccupied orbital energy: 0.59 eV
HOMO energy: -8.99 eV
SMILES: CCSSC.O.O

---

The following is a DFT calculation (ωB97M-V/def2-TZVPD) of a cluster of 9 separate species, C26H38Br14N2O4 in total.

```
! wB97M-V def2-TZVPD RIJCOSX def2/J DEFGRID3
* xyz 0 1
O 10.49 -21.36 6.16
N 9.46 -21.99 5.89
O 8.87 -21.93 4.82
C 8.82 -22.79 7.00
C 7.79 -23.71 6.85
C 7.30 -24.43 7.97
C 7.93 -24.28 9.27
C 8.96 -23.31 9.42
C 9.34 -22.52 8.33
H 7.28 -23.90 5.91
H 6.50 -25.15 7.96
H 7.48 -24.85 10.07
H 9.52 -23.04 10.30
H 10.08 -21.74 8.45
O 8.72 -22.96 -1.24
N 9.21 -22.57 -0.14
O 9.17 -21.37 0.14
C 9.68 -23.52 0.91
C 10.39 -23.07 2.02
C 10.77 -23.97 2.95
C 10.54 -25.40 2.83
C 9.81 -25.81 1.76
C 9.39 -24.90 0.78
H 10.70 -22.04 2.08
H 11.42 -23.73 3.78
H 10.81 -26.10 3.61
H 9.59 -26.86 1.67
H 8.82 -25.12 -0.10
Br 9.48 -20.62 -2.99
C 7.57 -20.65 -3.15
C 7.08 -21.98 -3.65
Br 5.14 -22.04 -3.69
H 7.27 -19.89 -3.87
H 7.21 -20.28 -2.19
H 7.54 -22.80 -3.10
H 7.29 -22.28 -4.68
Br 8.31 -18.33 2.91
C 9.62 -17.42 4.16
C 10.86 -18.28 4.01
Br 12.48 -17.26 4.59
H 9.26 -17.46 5.19
H 9.77 -16.37 3.92
H 11.17 -18.62 3.02
H 10.74 -19.21 4.57
Br 2.38 -17.15 -1.28
C 2.82 -19.06 -1.71
C 1.60 -19.93 -1.40
Br 2.07 -21.71 -1.93
H 3.71 -19.35 -1.15
H 3.11 -19.08 -2.76
H 0.74 -19.69 -2.02
H 1.22 -19.84 -0.38
Br 5.74 -17.49 -2.32
C 5.89 -16.34 -0.73
C 5.54 -17.17 0.50
Br 5.77 -16.25 2.25
H 5.13 -15.56 -0.74
H 6.89 -15.90 -0.70
H 6.24 -18.00 0.57
H 4.54 -17.58 0.45
Br 2.77 -25.26 -0.15
C 4.34 -24.00 -0.34
C 5.68 -24.77 -0.10
Br 5.78 -25.53 1.75
H 4.30 -23.13 0.31
H 4.34 -23.61 -1.36
H 6.48 -24.03 -0.12
H 5.82 -25.61 -0.78
Br 2.67 -18.74 2.73
C 3.66 -18.88 4.52
C 2.99 -18.01 5.61
Br 3.85 -18.42 7.35
H 4.70 -18.59 4.37
H 3.52 -19.95 4.70
H 1.97 -18.37 5.76
H 2.96 -16.93 5.49
Br 5.87 -21.90 4.53
C 6.35 -22.04 2.64
C 5.72 -20.81 1.92
Br 5.89 -21.04 -0.08
H 5.76 -22.90 2.34
H 7.38 -22.13 2.32
H 6.32 -19.94 2.18
H 4.72 -20.62 2.33
*
```

## Properties
Lowest unoccupied orbital energy: -1.05 eV
HOMO energy: -9.57 eV
SMILES: O=[N+]([O-])c1ccccc1.O=[N+]([O-])c1ccccc1.BrCCBr.BrCCBr.BrCCBr.BrCCBr.BrCCBr.BrCCBr.BrCCBr

---

The following is a DFT calculation (ωB97M-V/def2-TZVPD) of the molecule C4H6N2O.

```
! wB97M-V def2-TZVPD RIJCOSX def2/J DEFGRID3
* xyz 0 1
C 0.63 -2.22 -0.34
C 0.91 -0.88 -0.38
N 0.29 0.25 0.21
C 0.70 1.52 -0.17
O 0.02 2.52 -0.12
N -1.15 -0.10 0.42
C -1.82 0.95 0.65
H 1.23 -3.04 -0.46
H -0.21 -2.65 0.40
H 1.73 -0.63 -1.15
H 1.71 1.51 -0.71
H -1.25 1.98 0.73
H -2.79 0.79 0.93
*
```

## Properties
Lowest unoccupied orbital energy: 0.97 eV
HOMO energy: -9.10 eV
SMILES: C=CN(C=O)N=C

---

The following is a DFT calculation (ωB97M-V/def2-TZVPD) of a structure of composition C22H31N5OSSn.

```
! wB97M-V def2-TZVPD RIJCOSX def2/J DEFGRID3
* xyz 4 1
Sn -0.22 -0.26 0.13
C 1.70 -0.04 4.29
C 1.21 0.14 2.90
N 0.58 -0.75 2.22
C 0.41 -2.14 2.63
C 0.15 -2.98 1.37
N 0.74 -2.34 0.15
C 0.47 -3.14 -1.08
C -0.91 -2.82 -1.63
N -1.06 -1.36 -1.81
C -0.34 -0.83 -3.00
C -0.18 0.67 -2.91
N 0.39 1.02 -1.61
C 0.97 2.15 -1.39
C 1.19 3.21 -2.40
C 1.47 2.35 0.01
C 2.23 3.42 0.43
C 2.64 3.47 1.76
C 2.29 2.44 2.63
C 1.54 1.38 2.13
N 1.15 1.37 0.86
H 1.20 -0.85 4.80
H 1.55 0.88 4.86
H 2.78 -0.24 4.28
H -0.44 -2.24 3.32
H 1.30 -2.48 3.15
H -0.92 -3.10 1.19
H 0.58 -3.97 1.49
H 1.76 -2.29 0.28
H 0.54 -4.20 -0.86
H 1.25 -2.91 -1.80
H -1.70 -3.16 -0.95
H -1.05 -3.34 -2.58
H -2.05 -1.12 -1.88
H -0.88 -1.11 -3.91
H 0.64 -1.31 -3.03
H -1.14 1.18 -3.03
H 0.47 1.00 -3.72
H 2.21 3.12 -2.80
H 1.10 4.20 -1.95
H 0.50 3.14 -3.23
H 2.52 4.21 -0.25
H 3.24 4.29 2.12
H 2.62 2.45 3.66
C -4.95 3.09 1.66
S -4.92 1.85 0.35
O -3.76 0.95 0.53
C -6.44 1.06 0.53
C -7.60 1.86 0.27
C -8.84 1.29 0.40
C -8.94 -0.06 0.75
C -7.79 -0.85 0.97
C -6.54 -0.31 0.83
H -4.96 2.56 2.61
H -5.83 3.71 1.54
H -4.05 3.69 1.53
H -7.49 2.89 -0.03
H -9.73 1.87 0.22
H -9.91 -0.52 0.86
H -7.91 -1.89 1.26
H -5.64 -0.89 1.00
*
```

## Properties
Lowest unoccupied orbital energy (alpha / beta): -13.90 / -13.77 eV
HOMO energy (alpha / beta): -19.78 / -19.83 eV

---

The following is a DFT calculation (ωB97M-V/def2-TZVPD) of a cluster of 2 separate species, C2H2OS2 in total.

```
! wB97M-V def2-TZVPD RIJCOSX def2/J DEFGRID3
* xyz 0 1
C 1.24 -0.84 -0.48
C -1.00 0.59 -0.23
O 1.61 -0.62 0.60
S -1.77 -0.13 1.15
S -0.08 1.10 1.24
H 1.68 -1.36 -1.34
H -1.66 1.26 -0.95
*
```

## Properties
Lowest unoccupied orbital energy (alpha / beta): -0.32 / 0.10 eV
HOMO energy (alpha / beta): -7.66 / -8.00 eV

---

The following is a DFT calculation (ωB97M-V/def2-TZVPD) of the molecule C3H3ClN2.

```
! wB97M-V def2-TZVPD RIJCOSX def2/J DEFGRID3
* xyz 0 3
C -0.36 1.34 -0.20
C -1.45 0.67 -0.50
C 1.03 -0.46 0.38
N 0.77 0.80 0.22
N 0.44 -1.33 -0.30
Cl -2.42 -0.46 0.18
H -0.40 2.35 -0.52
H 0.42 -2.32 -0.29
H 1.96 -0.61 1.02
*
```

## Properties
Lowest unoccupied orbital energy (alpha / beta): 0.67 / -1.68 eV
HOMO energy (alpha / beta): -8.37 / -9.47 eV

---

The following is a DFT calculation (ωB97M-V/def2-TZVPD) of a cluster of 2 separate species, C23H25NO3S in total.

```
! wB97M-V def2-TZVPD RIJCOSX def2/J DEFGRID3
* xyz 0 1
C 5.49 -2.21 -2.38
O 4.89 -0.93 -2.07
C 3.54 -0.81 -2.03
C 3.03 0.39 -1.46
C 1.70 0.49 -1.17
C 0.78 -0.52 -1.54
C -0.61 -0.33 -1.22
N -1.54 -1.28 -1.34
C -2.91 -0.98 -1.77
C -1.25 -2.69 -0.99
C 1.28 -1.64 -2.27
C 2.63 -1.81 -2.48
H 6.55 -2.02 -2.22
H 5.13 -3.00 -1.71
H 5.30 -2.48 -3.44
H 3.74 1.18 -1.21
H 1.34 1.35 -0.63
H -0.96 0.70 -1.06
H -3.59 -1.74 -1.37
H -3.21 0.01 -1.40
H -3.00 -0.97 -2.87
H -2.16 -3.13 -0.57
H -0.94 -3.28 -1.87
H -0.45 -2.73 -0.23
H 0.59 -2.38 -2.67
H 3.01 -2.70 -2.99
C -2.69 4.83 -0.89
C -1.44 4.36 -1.31
C -0.69 3.52 -0.48
C -1.19 3.15 0.77
S -0.27 2.03 1.84
C -0.76 0.43 1.35
C -0.50 -0.60 2.31
C -1.26 -1.80 2.29
C -1.10 -2.79 3.26
C -0.17 -2.61 4.30
C 0.58 -1.42 4.35
C 0.47 -0.47 3.35
O 1.13 2.26 1.53
O -0.75 2.36 3.17
C -2.43 3.63 1.21
C -3.17 4.47 0.38
H -3.29 5.45 -1.54
H -1.04 4.64 -2.29
H 0.29 3.16 -0.81
H -1.78 0.48 0.94
H -2.01 -1.90 1.50
H -1.71 -3.69 3.20
H -0.05 -3.37 5.06
H 1.26 -1.23 5.18
H 1.12 0.40 3.37
H -2.81 3.35 2.19
H -4.14 4.83 0.73
*
```

## Properties
Lowest unoccupied orbital energy: -0.79 eV
HOMO energy: -6.32 eV

---

The following is a DFT calculation (ωB97M-V/def2-TZVPD) of a cluster of 2 separate species, C2H8NO2 in total.

```
! wB97M-V def2-TZVPD RIJCOSX def2/J DEFGRID3
* xyz -1 1
C 1.39 0.25 -0.72
N 0.09 0.40 -0.05
C -0.01 -0.68 1.08
O 0.79 -0.45 2.07
H 1.67 1.18 -1.22
H 1.33 -0.54 -1.45
H 2.18 0.07 0.01
H 0.17 1.22 0.54
H 0.16 -1.61 0.50
H -1.12 -0.65 1.27
H -1.23 0.71 -1.42
H -2.34 -0.27 -1.26
O -2.05 0.41 -1.89
*
```

## Properties
Lowest unoccupied orbital energy: 4.48 eV
HOMO energy: -2.86 eV

---

The following is a DFT calculation (ωB97M-V/def2-TZVPD) of a structure of composition C46H41AsCl3N7O4RuS2.

```
! wB97M-V def2-TZVPD RIJCOSX def2/J DEFGRID3
* xyz 3 6
Ru 0.36 -0.54 0.24
C -1.93 1.30 4.38
O -0.91 2.04 3.67
C -0.32 1.47 2.66
O -0.56 0.32 2.25
N 0.61 2.26 2.10
N 1.24 1.82 0.94
H -2.11 1.86 5.29
H -1.58 0.30 4.62
H -2.84 1.25 3.78
H 0.74 3.20 2.45
H 2.25 1.86 1.04
H 0.96 2.37 0.14
N 2.63 -4.19 0.85
C 3.00 -3.68 2.09
C 3.87 -4.14 3.08
C 4.04 -3.32 4.18
C 3.36 -2.10 4.31
C 2.50 -1.65 3.33
C 2.33 -2.46 2.21
N 1.59 -2.27 1.05
C 1.80 -3.32 0.27
C 1.23 -3.37 -1.06
C 1.28 -4.34 -2.02
S 0.49 -3.80 -3.44
C 0.15 -2.31 -2.68
N 0.58 -2.23 -1.46
H 2.93 -5.08 0.48
H 4.39 -5.08 3.00
H 4.71 -3.63 4.97
H 3.52 -1.50 5.19
H 1.96 -0.71 3.41
H 1.72 -5.32 -1.97
H -0.36 -1.51 -3.19
O 0.91 0.62 -1.56
As 2.28 1.23 -2.33
C 2.42 0.37 -4.05
C 2.85 -0.96 -4.06
C 2.95 -1.63 -5.26
C 2.64 -0.98 -6.45
C 2.23 0.35 -6.44
C 2.12 1.03 -5.23
C 3.92 0.79 -1.41
C 3.93 -0.09 -0.33
C 5.13 -0.46 0.25
C 6.32 0.03 -0.26
C 6.32 0.90 -1.35
C 5.12 1.27 -1.93
C 2.03 3.12 -2.53
C 3.00 4.05 -2.18
C 2.76 5.40 -2.41
C 1.56 5.80 -2.99
C 0.59 4.87 -3.33
C 0.82 3.52 -3.10
H 3.12 -1.44 -3.12
H 3.30 -2.66 -5.29
H 2.72 -1.50 -7.39
H 2.02 0.86 -7.37
H 1.83 2.08 -5.21
H 3.00 -0.49 0.04
H 5.14 -1.14 1.09
H 7.26 -0.27 0.18
H 7.25 1.27 -1.75
H 5.10 1.93 -2.79
H 3.93 3.74 -1.73
H 3.51 6.13 -2.15
H 1.38 6.85 -3.18
H -0.34 5.19 -3.78
H 0.07 2.78 -3.35
Cl -10.30 -4.91 -4.22
C -8.91 -4.18 -3.54
C -9.04 -3.26 -2.51
C -7.91 -2.67 -1.98
C -6.63 -2.97 -2.45
C -5.44 -2.25 -1.85
C -4.62 -3.21 -0.98
N -3.58 -2.53 -0.22
C -3.43 -2.54 1.15
C -2.30 -1.84 1.43
N -1.75 -1.41 0.23
C -2.55 -1.85 -0.73
O -4.55 -1.70 -2.81
C -4.87 -0.38 -3.27
C -6.24 -0.23 -3.86
C -7.28 0.38 -3.21
Cl -7.27 1.01 -1.62
S -8.71 0.45 -4.16
C -7.92 -0.33 -5.46
C -6.62 -0.62 -5.17
C -6.52 -3.92 -3.48
Cl -5.00 -4.41 -4.13
C -7.65 -4.52 -4.02
H -10.02 -3.01 -2.13
H -8.01 -1.94 -1.19
H -5.81 -1.44 -1.21
H -4.15 -3.93 -1.64
H -5.28 -3.73 -0.29
H -4.13 -3.02 1.81
H -1.84 -1.62 2.37
H -2.44 -1.68 -1.79
H -4.13 -0.19 -4.05
H -4.75 0.34 -2.46
H -8.45 -0.51 -6.38
H -5.96 -1.12 -5.87
H -7.55 -5.25 -4.81
*
```

## Properties
Lowest unoccupied orbital energy (alpha / beta): -7.50 / -10.22 eV
HOMO energy (alpha / beta): -13.64 / -13.64 eV

---

The following is a DFT calculation (ωB97M-V/def2-TZVPD) of a cluster of 2 separate species, H5NS in total.

```
! wB97M-V def2-TZVPD RIJCOSX def2/J DEFGRID3
* xyz 1 2
S -1.14 1.67 -0.19
H -1.29 2.32 0.92
N 1.08 -1.44 0.04
H 2.12 -1.34 -0.02
H 0.64 -0.46 -0.11
H 0.80 -1.75 -0.97
H -2.21 1.01 0.32
*
```

## Properties
Lowest unoccupied orbital energy (alpha / beta): -3.98 / -10.62 eV
HOMO energy (alpha / beta): -17.45 / -14.75 eV

---

The following is a DFT calculation (ωB97M-V/def2-TZVPD) of a cluster of 2 separate species, C4H11NO2 in total.

```
! wB97M-V def2-TZVPD RIJCOSX def2/J DEFGRID3
* xyz -1 2
C 1.74 -0.18 -0.83
C 0.40 0.12 -0.02
N -0.72 -0.64 -0.25
C -1.96 -0.01 0.27
C -0.83 -1.70 -1.16
O 0.29 1.20 0.53
H 2.56 0.48 -0.86
H 2.26 -1.11 -0.44
H 1.38 -0.37 -1.97
H -2.11 0.83 -0.34
H -1.91 0.46 1.42
H -2.76 -0.72 -0.01
H -1.36 -1.31 -2.09
H 0.19 -1.91 -1.59
H -1.33 -2.47 -0.64
H 1.19 2.40 3.43
H 1.18 2.33 1.88
O 1.80 2.61 2.68
*
```

## Properties
Lowest unoccupied orbital energy (alpha / beta): 3.80 / 3.73 eV
HOMO energy (alpha / beta): 1.04 / -5.77 eV

---

The following is a DFT calculation (ωB97M-V/def2-TZVPD) of a structure of composition C8H29CaN8O7.

```
! wB97M-V def2-TZVPD RIJCOSX def2/J DEFGRID3
* xyz 1 1
Ca 20.12 -7.70 11.51
C 22.96 -4.14 11.01
C 23.03 -5.54 11.58
O 21.81 -6.11 11.94
H 22.46 -4.05 10.04
H 23.98 -3.74 10.93
H 22.34 -3.47 11.62
H 23.79 -5.64 12.36
H 23.42 -6.20 10.78
C 18.14 -8.17 14.26
O 19.17 -7.25 13.74
H 18.25 -8.27 15.34
H 17.19 -7.69 14.01
H 18.26 -9.14 13.81
H 18.99 -6.53 14.35
C 20.15 -10.88 13.21
O 20.75 -9.63 12.85
H 19.19 -10.89 12.69
H 20.69 -11.74 12.81
H 19.99 -10.97 14.28
H 21.64 -9.63 13.21
C 19.94 -6.62 8.09
O 20.10 -7.04 9.24
N 19.63 -7.45 7.06
N 19.92 -5.28 7.77
H 19.29 -7.06 6.21
H 19.75 -8.44 7.18
H 19.77 -4.67 8.56
H 19.81 -5.04 6.81
C 17.16 -9.03 10.57
O 18.27 -9.07 11.09
N 16.51 -7.87 10.27
N 16.47 -10.15 10.20
H 16.99 -7.01 10.51
H 15.57 -7.85 9.94
H 16.92 -11.01 10.48
H 15.48 -10.12 10.10
C 18.57 -4.80 10.87
O 18.40 -5.97 11.28
N 17.57 -4.07 10.33
N 19.79 -4.20 10.91
H 16.66 -4.47 10.19
H 17.73 -3.16 9.96
H 19.89 -3.20 10.91
H 20.50 -4.85 11.31
C 22.55 -9.92 10.09
O 21.45 -9.34 10.11
N 22.78 -10.88 9.14
N 23.63 -9.52 10.80
H 23.50 -11.58 9.23
H 22.03 -11.06 8.50
H 24.50 -10.00 10.62
H 23.67 -8.63 11.26
*
```

## Properties
Lowest unoccupied orbital energy: -1.96 eV
HOMO energy: -9.76 eV

---

Sequential maximum force output: 1.0; 4.0; 6.2; 0.3; 2.6; 5.0; 1.2; 1.4; 2.0; 4.8; 4.3; 1.9 eV Å⁻¹